{
  "formula": "C36H31Br2N7O2Rb",
  "method": "ωB97M-V with the def2-TZVPD basis set",
  "total_charge": -1,
  "lumo_energy_ev": 2.09,
  "gap_ev": 5.840,
  "relative_energy_kcal_mol": 6.2,
  "largest_force_ha_per_bohr": 0.0105,
  "homo_ev": -3.8,
  "species": ["Rb", "C", "C", "C", "C", "C", "N", "C", "C", "C", "C", "C", "C", "C", "N", "C", "C", "C", "N", "C", "C", "N", "C", "C", "C", "N", "H", "H", "H", "H", "H", "H", "H", "H", "H", "H", "H", "H", "H", "H", "H", "H", "H", "H", "C", "C", "C", "C", "C", "C", "Br", "C", "C", "Br", "C", "O", "C", "N", "H", "H", "H", "H", "H", "H", "O", "C", "C", "C", "C", "C", "C", "N", "H", "H", "H", "H", "H", "H", "H"],
  "positions_angstrom": [[0.7390, -0.8744, -0.6365], [-6.7411, 1.6681, 0.8909], [-5.4327, 1.3751, 0.2059], [-4.9660, 2.1466, -0.8563], [-3.7610, 1.8715, -1.4662], [-2.9164, 0.8164, -1.0557], [-1.6772, 0.6258, -1.6041], [-1.6026, 0.4985, -2.9495], [-2.6610, 0.0555, -3.7842], [-2.4932, -0.1651, -5.1362], [-1.2737, 0.0389, -5.7788], [-1.0955, -0.2140, -7.2523], [-0.2244, 0.4992, -4.9943], [-0.3816, 0.7269, -3.6388], [0.7349, 1.2439, -2.9175], [0.7557, 2.3696, -2.1720], [2.0586, 2.5657, -1.7738], [2.7587, 1.4836, -2.3323], [1.9542, 0.6917, -3.0274], [-3.4168, 0.0343, 0.0069], [-4.6415, 0.3110, 0.6072], [-2.7045, -1.1030, 0.4882], [-2.6457, -1.4929, 1.7830], [-2.0893, -2.7486, 1.8098], [-1.8465, -3.0405, 0.4579], [-2.2222, -2.0491, -0.3371], [-7.3365, 2.3718, 0.3087], [-6.5875, 2.1049, 1.8813], [-7.3316, 0.7593, 1.0243], [-5.5605, 2.9833, -1.2099], [-3.4197, 2.4912, -2.2870], [-3.6202, -0.1551, -3.3293], [-3.3395, -0.5264, -5.7132], [-2.0142, -0.6070, -7.6898], [-0.2999, -0.9384, -7.4429], [-0.8366, 0.7011, -7.7920], [0.7501, 0.6912, -5.4291], [-0.1561, 2.9047, -1.9716], [2.4455, 3.3496, -1.1462], [3.8025, 1.2316, -2.2327], [-4.9937, -0.3520, 1.3903], [-2.9761, -0.8360, 2.5690], [-1.8625, -3.3527, 2.6705], [-1.3983, -3.9224, 0.0267], [0.8945, 2.7248, 1.4732], [2.3023, 2.2136, 1.5966], [3.3114, 3.0556, 2.1112], [4.5886, 2.5875, 2.2221], [4.8976, 1.2773, 1.7971], [6.1880, 0.7006, 1.8540], [7.6610, 1.6858, 2.5615], [6.4021, -0.5756, 1.4076], [5.3558, -1.3177, 0.8702], [5.7021, -3.0883, 0.2739], [4.0340, -0.8455, 0.7344], [3.0928, -1.4901, 0.2118], [3.8291, 0.5074, 1.2722], [2.5638, 0.9843, 1.2118], [0.8929, 3.7327, 1.0530], [0.4126, 2.7591, 2.4514], [0.3018, 2.0752, 0.8317], [3.0594, 4.0638, 2.4158], [5.3759, 3.2120, 2.6229], [7.3892, -1.0145, 1.4627], [0.1461, 0.1298, 2.8910], [0.0564, -0.7853, 3.9443], [0.5829, -2.1564, 3.5867], [0.3874, -3.2527, 4.4227], [0.8993, -4.4759, 4.0334], [1.6061, -4.5619, 2.8402], [1.7717, -3.4105, 2.0878], [1.2559, -2.2359, 2.4502], [0.9708, -0.0529, 2.4019], [-0.9954, -0.8592, 4.2356], [0.6118, -0.4319, 4.8279], [-0.1633, -3.1429, 5.3495], [0.7546, -5.3529, 4.6525], [2.0335, -5.4972, 2.5057], [2.3536, -3.3955, 1.1724]],
  "lowdin_charge": [0.85, -0.07, -0.30, -0.06, -0.03, -0.27, 0.00, -0.29, -0.03, -0.07, -0.31, -0.07, 0.00, -0.16, -0.16, -0.08, -0.08, -0.17, 0.05, -0.12, 0.00, -0.09, -0.08, -0.07, -0.18, 0.07, 0.07, 0.07, 0.07, 0.10, 0.11, 0.11, 0.10, 0.06, 0.07, 0.07, 0.12, 0.13, 0.09, 0.11, 0.11, 0.12, 0.09, 0.10, -0.04, -0.34, -0.02, -0.04, -0.20, -0.65, 0.70, -0.20, -0.61, 0.71, -0.47, -0.30, -0.13, 0.13, 0.08, 0.08, 0.07, 0.11, 0.07, 0.09, -0.08, -0.21, -0.28, -0.04, -0.08, -0.06, -0.11, 0.13, 0.04, 0.11, 0.13, 0.11, 0.10, 0.10, 0.09]
}